The following is a DFT calculation (wB97M-V/def2-TZVPD) of a gas-phase ion, C4H7N2 (charge +1) at a distorted geometry.

## Properties
SMILES: CC1=[N+]=NCC1
Relative energy (zero: lowest compared OMol25 entry of this formula, charge and spin) (kcal/mol): 116.5
Total charge: +1
E_LUMO (eV): -7.781

```
13
Properties=species:S:1:pos:R:3:nbo_charge:R:1
C 0.886 -0.849 -1.553 -0.71
C 0.078 -0.470 -0.346 0.54
N -0.706 -1.375 0.246 -0.23
N -1.204 -0.793 1.389 0.18
C -1.021 0.629 1.361 -0.34
C 0.074 0.900 0.286 -0.56
H 1.991 -0.918 -1.175 0.31
H 0.909 -0.081 -2.340 0.29
H 0.475 -1.833 -1.756 0.28
H -0.590 0.737 2.506 0.31
H -1.898 1.247 1.259 0.32
H 1.036 1.223 0.728 0.32
H -0.031 1.584 -0.605 0.31
```